# 1
C16H24N7O2RhS | wB97M-V/def2-TZVPD

Geometry as XYZ:
```
51
Properties=species:S:1:pos:R:3:nbo_charge:R:1
Rh 0.99 0.98 -0.48 1.149
N -4.54 -5.46 1.19 -0.730
C -3.62 -4.64 0.71 0.254
C -2.34 -5.14 0.32 -0.279
C -1.42 -4.29 -0.20 -0.127
C -1.74 -2.93 -0.35 -0.399
C -2.99 -2.41 0.04 -0.141
C -3.92 -3.24 0.57 -0.278
S -0.55 -1.86 -1.15 2.322
O 0.57 -2.69 -1.45 -0.934
O -1.29 -1.20 -2.19 -0.947
N -0.20 -0.73 -0.07 -0.875
C 0.57 -1.02 1.04 0.564
N 1.34 0.06 1.31 -0.522
C 2.15 0.00 2.37 0.098
C 2.18 -1.14 3.15 -0.307
C 1.36 -2.19 2.78 0.162
N 0.53 -2.15 1.72 -0.418
H -4.36 -6.45 1.28 0.411
H -5.46 -5.14 1.45 0.409
H -2.12 -6.19 0.45 0.230
H -0.44 -4.63 -0.51 0.251
H -3.20 -1.36 -0.11 0.225
H -4.90 -2.88 0.87 0.227
H 2.76 0.86 2.58 0.221
H 2.83 -1.20 4.01 0.267
H 1.35 -3.11 3.35 0.237
N 2.90 1.99 -0.50 -0.788
C 3.00 3.38 0.03 -0.226
C 1.88 4.26 -0.53 -0.431
C 0.84 4.67 0.50 -0.418
C 0.19 3.55 1.29 -0.239
N -0.43 2.54 0.41 -0.659
H 3.54 1.39 0.01 0.405
H 3.21 1.99 -1.47 0.407
H 3.98 3.79 -0.21 0.232
H 2.94 3.31 1.12 0.200
H 1.40 3.72 -1.35 0.202
H 2.30 5.16 -0.97 0.256
H 0.05 5.24 -0.01 0.230
H 1.27 5.37 1.22 0.248
H -0.55 3.99 1.96 0.244
H 0.91 3.02 1.92 0.201
H -0.98 3.01 -0.30 0.413
H -1.07 1.96 0.94 0.421
C 0.08 1.30 -4.94 -0.744
C 0.38 1.34 -3.52 0.576
N 0.61 1.34 -2.40 -0.486
H -0.91 0.86 -5.08 0.304
H 0.82 0.68 -5.45 0.296
H 0.10 2.31 -5.35 0.288
```

## Properties
* ΔE to the lowest compared entry with this formula, charge and spin: 28.8 kcal/mol
* orbital gap (alpha / beta): 2.9733 / 2.8742 eV
* HOMO (alpha / beta): -12.202 / -12.155 eV
* charge: +2

# 2
C28H20CsF2N3O4S | wB97M-V/def2-TZVPD

Geometry as XYZ:
```
59
Properties=species:S:1:pos:R:3:nbo_charge:R:1
Cs -0.82 -1.50 -1.45 0.924
O 1.56 -0.68 -2.53 -1.004
S 2.43 -0.95 -1.39 2.307
O 3.20 -2.17 -1.48 -0.982
N 1.54 -0.80 -0.11 -0.975
C 1.99 -1.01 1.16 0.195
C 3.32 -1.22 1.52 -0.311
C 3.70 -1.42 2.85 -0.183
C 2.79 -1.41 3.87 -0.266
C 1.42 -1.21 3.57 -0.099
C 0.42 -1.20 4.56 -0.160
C -0.89 -1.02 4.20 -0.270
C -1.20 -0.84 2.84 0.038
N -0.29 -0.84 1.90 -0.409
C 1.01 -1.01 2.22 0.193
C 3.64 0.38 -1.38 -0.219
C 3.21 1.68 -1.12 -0.219
C 4.14 2.70 -1.09 -0.210
C 5.49 2.44 -1.31 -0.226
C 5.90 1.14 -1.57 -0.225
C 4.98 0.11 -1.60 -0.232
H 4.06 -1.26 0.74 0.217
H 4.75 -1.58 3.07 0.195
H 3.09 -1.57 4.90 0.190
H 0.70 -1.36 5.59 0.196
H -1.67 -1.00 4.95 0.205
H -2.22 -0.70 2.52 0.199
H 2.16 1.85 -0.94 0.236
H 3.82 3.72 -0.87 0.204
H 6.21 3.24 -1.28 0.198
H 6.95 0.93 -1.73 0.201
H 5.26 -0.92 -1.79 0.243
F -7.42 -1.59 -1.04 -0.363
C -6.45 -0.62 -1.08 0.400
C -5.13 -0.95 -1.26 -0.395
C -4.11 0.03 -1.30 -0.241
C -4.54 1.38 -1.12 -0.284
C -5.89 1.66 -0.95 0.409
F -6.38 2.94 -0.79 -0.378
C -6.87 0.69 -0.92 -0.438
C -3.48 2.43 -1.10 0.232
C -3.73 3.81 -1.06 -0.269
C -2.68 4.71 -1.00 -0.190
C -1.38 4.24 -1.00 -0.311
C -1.21 2.86 -1.07 0.055
N -2.21 1.99 -1.12 -0.406
H -4.87 -2.00 -1.39 0.204
H -7.91 0.94 -0.78 0.212
H -4.74 4.18 -1.08 0.223
H -2.89 5.77 -0.96 0.191
H -0.53 4.91 -0.95 0.197
H -0.21 2.43 -1.08 0.178
C 0.97 -4.51 -0.85 -0.300
O -0.11 -5.43 -0.67 -0.638
C -1.31 -5.25 -1.40 0.286
O -1.34 -4.29 -2.18 -0.829
H 1.91 -5.06 -0.90 0.164
H 1.02 -3.80 -0.01 0.157
H 0.84 -3.96 -1.78 0.186
```

## Properties
* orbital gap: 4.4528 eV
* HOMO: -0.567 eV
* charge: -2

# 3
C6H12 | wB97M-V/def2-TZVPD

Geometry as XYZ:
```
18
Properties=species:S:1:pos:R:3:nbo_charge:R:1
C 0.69 1.77 0.48 -0.643
C -0.05 0.52 0.10 0.023
C -0.68 -0.31 1.20 -0.436
C -0.12 -1.70 0.87 -0.388
C 0.01 -1.70 -0.67 -0.435
C 0.01 -0.23 -1.01 -0.205
H 1.45 1.40 1.19 0.220
H 0.12 2.54 1.01 0.215
H 1.25 2.22 -0.35 0.222
H -0.57 2.18 -1.71 0.014
H -1.77 -0.28 1.09 0.204
H -0.45 0.04 2.21 0.202
H 0.87 -1.77 1.32 0.198
H -0.73 -2.53 1.25 0.208
H 1.00 -2.07 -0.98 0.209
H -0.73 -2.32 -1.19 0.202
H -0.04 2.04 -2.20 -0.015
H 0.13 0.09 -2.04 0.206
```

## Properties
* ΔE to the lowest compared entry with this formula, charge and spin: 55.4 kcal/mol
* orbital gap: 9.5905 eV
* HOMO: -8.385 eV
* charge: 0

# 4
C40H29Cl2N8O6Ti | wB97M-V/def2-TZVPD

Geometry as XYZ:
```
86
Properties=species:S:1:pos:R:3:lowdin_charge:R:1
Ti 0.15 1.25 -0.90 1.231
C -0.35 1.24 3.31 -0.068
O 0.50 1.12 2.17 -0.125
C 1.78 1.47 2.48 -0.190
C 2.41 1.49 3.76 -0.004
C 3.79 1.76 3.86 -0.082
C 4.57 1.89 2.72 -0.070
C 4.00 1.75 1.43 -0.002
C 2.62 1.51 1.28 -0.193
N 2.07 1.16 0.06 -0.035
N 3.01 1.03 -0.87 0.130
C 2.91 0.19 -1.91 -0.130
C 1.80 -0.69 -2.07 -0.293
O 0.71 -0.50 -1.38 -0.095
C 1.87 -1.80 -2.89 0.049
C 2.90 -1.91 -3.88 0.051
C 3.97 -1.01 -3.84 -0.160
C 5.13 -1.21 -4.63 -0.020
C 6.26 -0.41 -4.57 -0.046
C 6.24 0.69 -3.69 -0.033
C 5.13 0.90 -2.88 -0.034
C 4.05 0.05 -2.84 -0.071
H -0.41 0.34 3.96 0.114
H -0.08 2.12 3.94 0.105
H -1.39 1.42 2.88 0.101
H 1.84 1.30 4.72 0.132
H 4.23 1.77 4.87 0.120
H 5.62 2.17 2.92 0.121
H 4.61 1.96 0.59 0.092
H 1.19 -2.63 -2.79 0.130
H 2.79 -2.61 -4.72 0.139
H 5.09 -2.00 -5.37 0.122
H 7.06 -0.70 -5.23 0.111
H 7.07 1.35 -3.54 0.105
H 5.11 1.83 -2.30 0.118
O 0.48 2.33 -2.56 -0.126
N -0.70 1.62 -2.52 -0.089
C -1.77 2.18 -3.10 -0.190
C -3.05 2.04 -2.54 -0.089
N -4.08 1.97 -1.98 0.250
C -1.47 3.08 -4.15 -0.113
N -1.18 3.72 -5.09 0.249
Cl 0.12 -4.25 1.69 0.701
C -0.97 -5.33 0.85 -0.566
C -0.72 -6.73 0.73 -0.087
C -1.51 -7.51 -0.15 -0.080
C -2.50 -6.91 -0.93 -0.118
C -2.81 -5.56 -0.80 -0.648
Cl -3.80 -4.80 -1.90 0.767
C -2.10 -4.77 0.16 -0.322
N -2.56 -3.57 0.55 0.042
C -2.80 -3.00 1.83 -0.195
C -2.88 -3.80 2.98 -0.027
C -3.27 -3.22 4.19 -0.069
C -3.47 -1.83 4.28 -0.087
C -3.40 -1.05 3.12 -0.055
C -3.10 -1.63 1.89 -0.182
C -3.27 -0.77 0.70 -0.053
C -2.02 -0.58 -0.18 -0.468
O -1.68 -1.51 -0.98 0.022
O -1.50 0.62 -0.02 -0.144
H 0.04 -7.16 1.41 0.110
H -1.41 -8.61 -0.21 0.114
H -3.09 -7.47 -1.64 0.104
H -2.35 -2.85 -0.19 0.091
H -2.50 -4.83 3.05 0.116
H -3.52 -3.78 5.04 0.088
H -3.80 -1.36 5.20 0.102
H -3.54 0.04 3.14 0.107
H -3.69 0.17 0.99 0.106
H -3.97 -1.32 -0.05 0.175
N -4.15 4.10 0.11 0.182
C -3.35 5.15 0.44 -0.475
O -3.74 6.25 0.89 0.069
C -1.93 4.85 0.24 -0.093
C -0.96 5.85 0.31 0.065
C 0.39 5.58 0.01 0.029
C 0.71 4.22 -0.07 -0.045
N -0.19 3.16 0.04 -0.026
C -1.50 3.50 0.20 -0.043
H -5.10 4.35 0.01 0.109
H -3.93 3.36 -0.55 0.034
H -1.30 6.82 0.68 0.142
H 1.11 6.31 -0.06 0.092
H 1.72 3.94 -0.21 0.104
H -2.17 2.72 0.48 0.102
```

## Properties
* orbital gap (alpha / beta): 3.4999 / 3.4993 eV
* HOMO (alpha / beta): -9.463 / -9.463 eV
* charge: +1

# 5
C3H10N2O | wB97M-V/def2-TZVPD

Geometry as XYZ:
```
16
Properties=species:S:1:pos:R:3:nbo_charge:R:1
O 3.61 -0.22 4.67 -0.516
C 3.30 0.58 3.80 0.449
C 4.11 1.93 3.59 -0.718
H 2.46 0.50 3.04 0.105
H 3.37 2.79 3.72 0.223
H 4.64 1.89 2.66 0.231
H 4.68 2.03 4.45 0.225
N -3.36 -1.47 -4.00 -0.891
C -3.18 -0.56 -2.86 -0.049
N -2.27 -0.88 -1.83 -0.865
H -2.42 -1.71 -4.43 0.365
H -4.08 -2.21 -3.87 0.368
H -2.75 0.34 -3.48 0.159
H -4.14 -0.38 -2.39 0.187
H -2.63 -1.42 -1.02 0.363
H -1.34 -1.21 -2.06 0.363
```

## Properties
* ΔE to the lowest compared entry with this formula, charge and spin: 51.2 kcal/mol
* orbital gap: 9.8900 eV
* HOMO: -8.860 eV
* charge: 0